(1)
DFT (wB97M-V/def2-TZVPD) results for a molecular structure, C17H27NO3.

CARTESIAN COORDINATES (ANGSTROEM)
C1 -7.3305 -1.1976 1.0205
C2 -5.8392 -0.6148 0.7238
C3 -5.1122 -1.1744 -0.4731
C4 -3.7718 -0.8243 -0.6416
C5 -3.6961 0.4995 -1.1747
C6 -2.3615 0.9963 -1.3826
C7 -1.3989 0.9006 -0.1137
H1 -1.2050 0.0224 -0.0578
H2 -1.7400 1.6378 0.4656
C8 0.0974 1.5238 -0.6950
C9 1.0184 1.6058 0.4508
O1 0.8174 0.7652 1.2802
N1 2.2007 1.9976 0.1630
H3 2.3367 2.7553 -0.5580
C10 3.3152 2.0701 1.0352
C11 4.2996 1.1214 0.7327
C12 5.5677 1.4623 0.0743
C13 6.4158 0.6878 -0.4378
C14 6.3185 -0.5135 -0.5517
C15 5.0015 -1.0577 0.2173
C16 4.0760 -0.2218 0.5509
H4 3.0897 -0.4664 1.2525
O2 4.8890 -2.3595 0.1308
C17 3.6811 -2.9805 0.8367
H5 2.8311 -2.5122 -0.0750
H6 3.9227 -4.0851 0.5240
H7 3.6986 -2.9790 1.7274
O3 7.1538 -1.3224 -1.0535
H8 6.6974 -2.4170 -0.7849
H9 7.3997 1.0543 -0.9012
H10 5.7421 2.7964 -0.0587
H11 3.7060 3.0623 1.1840
H12 2.9748 1.7441 2.1336
H13 -0.0360 2.4970 -0.9829
H14 0.3969 0.9544 -1.5527
H15 -1.9223 0.6348 -2.2048
H16 -2.3103 2.1111 -1.9968
H17 -4.0459 1.3325 0.0700
H18 -4.4126 0.9011 -1.8481
H19 -3.4054 -0.8256 0.4157
H20 -3.2688 -1.4804 -1.2245
H21 -5.9660 -0.9971 -1.1278
H22 -5.3650 -2.3895 -0.2585
H23 -6.1353 0.3256 0.5735
H24 -5.5056 -0.6797 1.5631
H25 -7.8348 -1.1270 0.0325
H26 -7.8010 -0.8239 1.8138
H27 -7.1835 -2.4102 1.1836

Values from the calculation:
Frontier orbital gap, eV: 7.9
Electronic energy, eV: -25682.9045
Charge: 0
Relative energy (zero: lowest compared OMol25 entry of this formula, charge and spin), kJ/mol: 1722.4

(2)
DFT (wB97M-V/def2-TZVPD) results for a single C17H27NO4 molecule.

CARTESIAN COORDINATES (ANGSTROEM)
C1 -4.2478 -4.0454 -0.0879
C2 -2.8743 -3.3927 -0.1022
H1 -2.2222 -3.8634 0.6466
H2 -2.4092 -3.5055 -1.0914
O1 -3.0519 -2.0230 0.1999
C3 -1.9610 -1.2207 0.2535
C4 -0.6610 -1.6362 0.0150
C5 0.3859 -0.7269 0.0898
C6 0.1329 0.6046 0.3837
C7 -1.1651 1.0440 0.6245
C8 -2.2280 0.1293 0.5621
O2 -3.5343 0.4225 0.8345
C9 -4.1175 1.5825 0.2654
C10 -4.0265 1.5936 -1.2566
H3 -2.9882 1.6619 -1.5747
H4 -4.4513 0.6777 -1.6606
H5 -4.5733 2.4451 -1.6530
H6 -3.6667 2.4899 0.6805
H7 -5.1624 1.5275 0.5822
O3 -1.4786 2.3356 0.9601
C11 -0.5388 3.3686 0.7478
C12 -0.3155 3.6725 -0.7308
H8 -1.2578 3.9498 -1.1972
H9 0.3849 4.4967 -0.8345
H10 0.0823 2.8035 -1.2500
H11 -0.9851 4.2359 1.2427
H12 0.4110 3.1452 1.2496
H13 0.9507 1.3071 0.4057
C13 1.7617 -1.2259 -0.2017
O4 1.9798 -2.1066 -1.0122
N1 2.7427 -0.6225 0.5099
H14 2.4957 0.0298 1.2366
C14 4.1465 -0.9413 0.3617
C15 4.6867 -1.5606 1.6498
H15 5.7236 -1.8573 1.5189
H16 4.1048 -2.4399 1.9147
H17 4.6315 -0.8455 2.4690
C16 4.9322 0.3167 -0.0264
C17 4.4723 0.8883 -1.3619
H18 4.6142 0.1576 -2.1542
H19 5.0374 1.7839 -1.6098
H20 3.4157 1.1441 -1.3270
H21 5.9915 0.0620 -0.0833
H22 4.8121 1.0684 0.7590
H23 4.1971 -1.6734 -0.4509
H24 -0.4261 -2.6545 -0.2463
H25 -4.8874 -3.5793 -0.8320
H26 -4.1566 -5.1055 -0.3072
H27 -4.7063 -3.9184 0.8887

Values from the calculation:
Frontier orbital gap, eV: 8.8
Electronic energy, eV: -27747.1657
Charge: 0
SMILES string: CCOc1cc(C(=O)N[C@H](C)CC)cc(OCC)c1OCC
Relative energy (zero: lowest compared OMol25 entry of this formula, charge and spin), kJ/mol: 110.9

(3)
DFT (wB97M-V/def2-TZVPD) results for a single C17H27NO5 molecule.

CARTESIAN COORDINATES (ANGSTROEM)
C1 3.6035 1.0810 -2.5135
C2 2.6096 0.2844 -3.3524
H1 2.9508 -0.7454 -3.4829
H2 2.4935 0.7487 -4.3362
O1 1.2989 0.3206 -2.8135
C3 1.0059 -0.2172 -1.5945
C4 -0.0945 0.3782 -0.9782
C5 -0.5610 -0.0734 0.2423
C6 0.0681 -1.1564 0.8472
C7 1.1496 -1.7803 0.2514
C8 1.6497 -1.3050 -0.9815
O2 2.6803 -1.9115 -1.6501
C9 3.8485 -2.3312 -0.9531
C10 4.0168 -3.8423 -1.0283
H3 3.1887 -4.3322 -0.5257
H4 4.0341 -4.1593 -2.0677
H5 4.9493 -4.1318 -0.5514
H6 4.6920 -1.8429 -1.4603
H7 3.8269 -1.9938 0.0851
O3 1.7666 -2.8866 0.7626
C11 1.3542 -3.4145 2.0079
C12 1.8863 -2.6155 3.1938
H8 1.4978 -1.6003 3.1855
H9 2.9723 -2.5713 3.1546
H10 1.5872 -3.0979 4.1201
H11 0.2627 -3.4994 2.0504
H12 1.7794 -4.4227 2.0223
H13 -0.3452 -1.5002 1.7807
C13 -1.7306 0.5067 0.9646
O4 -2.3318 -0.1135 1.8223
N1 -2.0528 1.7777 0.6272
H14 -1.5259 2.2512 -0.0878
C14 -3.1753 2.4863 1.1992
C15 -2.7835 3.9169 1.5440
H15 -3.6455 4.4306 1.9576
H16 -1.9778 3.9238 2.2734
H17 -2.4563 4.4466 0.6508
C16 -4.3657 2.4590 0.2282
O5 -5.4687 3.0811 0.8404
C17 -6.6314 3.0291 0.0569
H18 -6.4890 3.5421 -0.9032
H19 -7.4119 3.5320 0.6242
H20 -6.9327 1.9930 -0.1411
H21 -4.6030 1.4137 -0.0228
H22 -4.1030 2.9843 -0.7064
H23 -3.4640 1.9428 2.1044
H24 -0.5658 1.1818 -1.5220
H25 4.5758 1.0820 -2.9984
H26 3.7045 0.6430 -1.5233
H27 3.2621 2.1079 -2.4027

Values from the calculation:
Frontier orbital gap, eV: 9.1
Electronic energy, eV: -29793.8775
Charge: 0
SMILES string: CCOc1cc(C(=O)N[C@@H](C)COC)cc(OCC)c1OCC
Relative energy (zero: lowest compared OMol25 entry of this formula, charge and spin), kJ/mol: 298.8

(4)
DFT (wB97M-V/def2-TZVPD) results for 2 unconnected molecules or ions with the total composition C17H27O3S.

CARTESIAN COORDINATES (ANGSTROEM)
C1 3.4595 -2.9840 1.8583
C2 2.1555 -2.9825 0.9102
S1 1.7987 -1.2930 0.1671
C3 0.0780 -1.4511 -0.5153
C4 -1.0244 -0.5136 0.1775
C5 -2.5032 -1.1835 0.0008
O1 -3.4546 -0.1033 0.1678
C6 -4.4197 -0.3781 1.1741
C7 -4.9028 0.8433 2.1218
O2 -4.9729 -1.4823 1.3746
C8 1.9142 -0.0649 1.5518
C9 3.1765 0.9351 1.3346
C10 3.4334 1.3968 -0.1291
C11 4.5977 2.3867 -0.3663
C12 5.4327 2.8718 0.8485
C13 5.1886 2.3920 2.3023
C14 4.0077 1.3881 2.5637
H1 3.9320 -1.9525 1.9851
H2 3.2239 -3.3945 2.9023
H3 4.2490 -3.6879 1.4139
H4 2.3526 -3.7351 0.0598
H5 1.2423 -3.3857 1.4919
H6 0.1500 -1.1729 -1.6352
H7 -0.2463 -2.5602 -0.5107
H8 -0.8939 -0.3568 1.2975
H9 -1.0626 0.4592 -0.4298
H10 -2.6305 -1.6917 -1.0204
H11 -2.5718 -1.9929 0.8203
H12 -5.3651 1.6560 1.4422
H13 -5.7166 0.5216 2.8557
H14 -4.0417 1.3035 2.7153
H15 2.0926 -0.6773 2.5160
H16 1.0060 0.6102 1.6787
H17 2.7967 1.0639 -1.0093
H18 4.7687 2.7377 -1.4431
H19 6.2678 3.6178 0.6537
H20 5.8327 2.7632 3.1665
H21 3.7635 1.0188 3.6134
C15 -3.6713 0.9336 -5.0570
C16 -2.7454 0.6893 -3.8960
O3 -1.6188 0.2544 -4.0633
C17 -3.2621 1.0019 -2.5176
H22 -3.1652 0.6640 -5.9863
H23 -4.5668 0.3172 -4.9544
H24 -3.9425 1.9906 -5.1000
H25 -4.1385 0.3879 -2.3015
H26 -3.5149 2.0619 -2.4457
H27 -2.4886 0.7769 -1.7843

Values from the calculation:
Frontier orbital gap, eV: 9.1
Electronic energy, eV: -35032.0952
Charge: +1